Entry 1:
DFT (ωB97M-V/def2-TZVPD) results for C27H28N4O2STa as an isolated structure at a distorted geometry.

The value obtained for the strongest force on any atom is 3.5 eV/Å. The calculation puts the orbital gap at 5.13 eV. Its relative energy (zero: lowest compared OMol25 entry of this formula, charge and spin) is 142.8 kJ/mol. For the electronic energy, the calculation gives -1869.35915 Eh.

ORCA input file:
```
! wB97M-V def2-TZVPD RIJCOSX def2/J DEFGRID3
* xyz 3 1
Ta 0.148 -0.364 -0.249
C -2.509 2.417 -2.472
C -2.707 0.918 -2.741
C -3.514 0.305 -1.635
C -4.870 0.545 -1.598
C -5.673 0.050 -0.573
C -5.116 -0.711 0.475
C -3.797 -1.066 0.449
C -3.168 -1.748 1.644
C -2.165 -0.846 2.375
C -2.986 -0.595 -0.643
N -1.691 -1.141 -0.723
C -1.702 -2.515 -0.773
C -0.588 -3.192 -0.397
C -0.227 -4.551 -0.192
C 0.959 -4.551 0.513
C 1.322 -3.200 0.732
N 0.421 -2.374 0.189
H -1.911 2.874 -3.260
H -2.015 2.589 -1.517
H -3.470 2.931 -2.434
H -1.760 0.395 -2.876
H -3.261 0.805 -3.674
H -5.322 1.131 -2.389
H -6.733 0.272 -0.568
H -5.742 -1.007 1.307
H -2.688 -2.694 1.388
H -3.972 -2.017 2.327
H -1.303 -0.588 1.729
H -1.761 -1.346 3.254
H -2.615 0.095 2.688
H -2.601 -3.014 -1.118
H -0.805 -5.410 -0.499
H 1.507 -5.410 0.868
H 2.187 -2.825 1.262
C 1.159 7.902 -1.750
C 1.100 6.431 -1.492
C -0.019 5.850 -0.880
C -0.077 4.496 -0.635
C 1.024 3.717 -1.006
C 2.174 4.263 -1.600
C 2.186 5.616 -1.847
S 1.050 2.048 -0.738
O 2.363 1.493 -0.500
O 0.119 1.603 0.420
N 0.286 1.058 -1.806
C 1.100 0.240 -2.650
C 1.673 0.457 -3.876
C 2.416 -0.598 -4.399
C 2.543 -1.803 -3.705
C 1.924 -1.957 -2.488
N 1.210 -0.927 -1.979
H 0.286 8.421 -1.363
H 1.229 8.088 -2.824
H 2.051 8.330 -1.289
H -0.843 6.481 -0.576
H -0.933 4.061 -0.135
H 3.035 3.648 -1.826
H 3.063 6.065 -2.294
H 1.554 1.398 -4.397
H 2.907 -0.487 -5.358
H 3.124 -2.618 -4.115
H 1.976 -2.872 -1.917
*
```

=====

Entry 2:
DFT (ωB97M-V/def2-TZVPD) results for an isolated ion of composition C5H5NO4 and charge -2 at a distorted geometry.

The value obtained for the strongest force on any atom is 5.1 eV/Å. The calculation puts the orbital gap at 7.70 eV. Its relative energy (zero: lowest compared OMol25 entry of this formula, charge and spin) is 0.0 kJ/mol. For the electronic energy, the calculation gives -549.27985 Eh.

ORCA input file:
```
! wB97M-V def2-TZVPD RIJCOSX def2/J DEFGRID3
* xyz -2 1
H -1.749 1.653 -0.944
N -0.810 1.420 -0.653
C -0.741 0.593 0.402
C 0.647 0.219 0.878
C 1.850 0.716 0.007
C 3.204 0.527 0.698
O 3.769 -0.591 0.706
O 3.699 1.559 1.197
C -2.011 0.159 1.117
O -3.128 0.591 0.716
O -1.840 -0.635 2.099
H 0.667 -0.888 1.001
H 0.797 0.664 1.830
H 1.884 0.160 -0.921
H 1.699 1.791 -0.194
*
```

=====

Entry 3:
DFT (ωB97M-V/def2-TZVPD) results for a 2-piece molecular cluster, C4H9O2S overall at a distorted geometry.

The value obtained for the strongest force on any atom is 1.9 eV/Å. The calculation puts the orbital gap (spin up / spin down) at 9.01 / 4.79 eV. Its relative energy (zero: lowest compared OMol25 entry of this formula, charge and spin) is 71.7 kJ/mol. The expectation value of S² is 0.75. For the electronic energy, the calculation gives -706.39663 Eh.

ORCA input file:
```
! wB97M-V def2-TZVPD RIJCOSX def2/J DEFGRID3
* xyz 0 2
C 0.855 -0.937 -1.827
S -0.406 -0.386 -2.941
C -1.505 0.451 -1.730
H 1.124 -0.144 -1.129
H 1.739 -1.260 -2.377
H 0.488 -1.771 -1.218
H -2.408 0.757 -2.251
H -1.723 -0.252 -0.935
H -0.975 1.325 -1.336
O -0.702 -0.755 1.255
C -0.011 0.213 1.492
O 0.221 1.199 0.695
C 0.678 0.369 2.835
H 0.793 1.412 3.130
H 0.129 -0.224 3.561
H 1.703 0.003 2.774
*
```